{
  "formula": "C5H13NO2",
  "method": "ωB97M-V with the def2-TZVPD basis set",
  "total_charge": -1,
  "e_above_lowest_ev": 1.726,
  "spin_multiplicity": 2,
  "lumo_ha": [0.1370, 0.1320],
  "homo_ev": [0.563, -3.468],
  "gap_ha": [0.1163, 0.2594],
  "energy_ev": -10979.2084,
  "elements": ["O", "C", "C", "C", "C", "C", "N", "H", "H", "H", "H", "H", "H", "H", "H", "H", "H", "H", "H", "H", "O"],
  "positions_angstrom": [[0.08315, -0.76187, -3.11890], [-0.66494, -0.39600, -2.20178], [-0.23508, -0.30510, -0.72171], [-1.44732, -0.37436, 0.20804], [-1.36721, 0.34644, 1.52454], [-0.97432, -0.57081, 2.68456], [0.41347, 1.03789, -0.66838], [-1.67478, 0.06837, -2.32411], [0.46177, -1.12571, -0.52877], [-1.59137, -1.44744, 0.41712], [-2.34826, -0.11415, -0.37091], [-0.68318, 1.19588, 1.36608], [-2.27269, 0.90909, 1.80712], [-1.00530, -0.05599, 3.64203], [-1.65691, -1.43149, 2.76019], [-0.00950, -1.01914, 2.43808], [1.41594, 1.07722, -0.81327], [-0.07494, 1.77809, -1.15393], [3.90037, 0.00298, -1.43071], [4.91787, 0.84614, -2.15508], [4.81323, 0.33996, -1.36020]],
  "atomic_forces_ev_per_a": [[1.087, -0.367, -1.380], [-1.641, -0.358, 2.316], [-0.493, 1.295, -2.280], [-0.622, -1.168, -0.455], [-0.182, 1.264, 0.645], [-0.161, -0.218, -0.642], [0.936, 0.116, 1.943], [0.094, -0.174, -0.399], [0.405, 0.412, 0.191], [-0.077, 0.131, -0.041], [0.267, 0.308, 0.096], [0.371, -0.516, 0.365], [-0.293, -0.577, -0.269], [0.419, 0.007, 0.115], [-0.082, 0.289, -0.079], [0.241, 0.176, 0.471], [-0.204, -0.145, -0.228], [-0.020, -0.449, -0.366], [0.453, 0.125, 0.140], [0.118, 0.433, -0.628], [-0.619, -0.582, 0.483]]
}


{
  "formula": "C5H13NO2",
  "method": "ωB97M-V with the def2-TZVPD basis set",
  "smiles": "C=CC(=C)NC.O.O",
  "e_above_lowest_ev": 2.726,
  "lumo_ha": 0.0291,
  "homo_ev": -8.427,
  "gap_ha": 0.3388,
  "energy_ev": -10979.1532,
  "elements": ["C", "N", "C", "C", "C", "C", "H", "H", "H", "H", "H", "H", "H", "H", "H", "H", "H", "O", "H", "H", "O"],
  "positions_angstrom": [[-1.73497, 1.42001, 0.95514], [-0.83418, 0.40939, 0.40743], [-0.39167, 0.61925, -0.92217], [-1.19641, 0.84803, -1.95633], [2.05066, 0.68190, -0.32274], [1.05773, 0.52456, -1.18467], [-2.74769, 0.99667, 0.90503], [-1.58775, 1.58376, 2.02205], [-1.69147, 2.35675, 0.41787], [-0.00436, 0.20135, 0.94184], [-2.27572, 0.92176, -1.81132], [-1.00939, 0.87833, -3.01809], [2.19062, 0.73326, 0.75308], [3.09453, 0.70064, -0.66025], [1.28761, 0.15094, -2.17894], [-0.07774, -1.89460, 2.98600], [0.53145, -2.17233, 1.52281], [0.72504, -1.88688, 2.43851], [1.49836, -2.84421, -0.48098], [0.54695, -1.65039, -0.49910], [0.56841, -2.57819, -0.31517]],
  "atomic_forces_ev_per_a": [[-0.907, -1.143, 0.454], [1.104, 0.709, -0.948], [0.130, -0.554, 0.008], [-1.867, -0.046, -0.127], [2.224, -0.177, 0.254], [-0.367, -0.681, 0.261], [-0.015, 0.471, -0.195], [0.435, 0.008, -0.050], [0.064, 0.260, -0.148], [-0.237, 0.242, 0.689], [0.185, -0.007, 0.383], [1.028, 0.159, 0.128], [-1.483, 0.470, 0.195], [-0.439, -0.403, -0.662], [0.159, 0.782, -0.211], [0.343, -0.160, -0.717], [-0.342, -0.129, 0.525], [-0.012, 0.270, 0.223], [-0.850, 0.249, 0.135], [-0.030, 0.982, -0.373], [0.877, -1.301, 0.174]]
}


{
  "formula": "C5H13NO2",
  "method": "ωB97M-V with the def2-TZVPD basis set",
  "smiles": "C=N[C@H](C)O.CCO",
  "e_above_lowest_ev": 1.951,
  "lumo_ha": 0.0317,
  "homo_ev": -9.741,
  "gap_ha": 0.3897,
  "energy_ev": -10979.9279,
  "elements": ["C", "C", "C", "O", "N", "H", "H", "H", "H", "H", "H", "H", "C", "C", "O", "H", "H", "H", "H", "H", "H"],
  "positions_angstrom": [[-0.19162, 0.79257, -1.48383], [-1.31905, 0.08240, -2.25195], [-1.58051, 1.82697, 0.12863], [0.95647, 0.00629, -1.43196], [-0.59429, 1.12022, -0.13634], [0.80738, -0.68854, -0.76123], [0.08949, 1.71063, -2.02708], [-0.96025, -0.17077, -3.24588], [-2.19263, 0.72276, -2.33636], [-1.59284, -0.83546, -1.73380], [-1.82737, 2.00047, 1.16886], [-2.21429, 2.33753, -0.61205], [0.70045, -1.00838, 1.88634], [2.18145, -0.76468, 1.66254], [0.17335, -1.68206, 0.75154], [-0.79328, -1.66353, 0.80176], [0.18580, -0.04565, 2.01127], [0.54246, -1.62109, 2.78556], [2.61605, -0.30756, 2.54829], [2.32627, -0.10531, 0.81093], [2.68698, -1.70680, 1.46476]],
  "atomic_forces_ev_per_a": [[-0.358, 0.157, -0.592], [0.370, 0.195, 0.225], [-0.759, 0.865, -0.130], [0.331, -0.232, -0.035], [0.680, -0.700, 0.260], [-0.093, 0.138, -0.138], [-0.060, -0.174, 0.188], [-0.009, -0.026, -0.059], [-0.142, 0.042, -0.038], [-0.039, -0.063, 0.040], [-0.103, 0.065, 0.194], [0.052, -0.138, -0.016], [0.118, 0.342, 0.466], [-0.351, -0.139, -0.007], [-0.309, -0.289, -0.262], [0.333, 0.026, -0.024], [0.097, -0.198, 0.021], [0.018, 0.089, -0.116], [0.071, 0.038, 0.053], [0.051, 0.088, -0.042], [0.101, -0.085, 0.013]]
}


{
  "formula": "C5H13NO2",
  "method": "ωB97M-V with the def2-TZVPD basis set",
  "smiles": "C[C@@H](C=O)N(C)C.O",
  "e_above_lowest_ev": 2.040,
  "lumo_ha": 0.0218,
  "homo_ev": -8.564,
  "gap_ha": 0.3365,
  "energy_ev": -10979.8391,
  "elements": ["C", "N", "C", "C", "C", "C", "O", "H", "H", "H", "H", "H", "H", "H", "H", "H", "H", "H", "H", "H", "O"],
  "positions_angstrom": [[-0.94462, 1.13171, 1.54077], [-0.92188, 0.66903, 0.16234], [-0.61190, 1.71761, -0.76517], [0.68348, -1.18645, 0.91854], [-0.28963, -0.61933, -0.11261], [-1.43491, -1.60801, -0.31674], [-1.47638, -2.42139, -1.19880], [-1.70780, 1.89764, 1.62402], [-1.17526, 0.31751, 2.21898], [0.01680, 1.57706, 1.83787], [0.35978, 2.21547, -0.56104], [-1.35488, 2.51866, -0.66511], [-0.68205, 1.34446, -1.79244], [1.21533, -2.00122, 0.42310], [0.15990, -1.55700, 1.80166], [1.45070, -0.52077, 1.30881], [0.17686, -0.56763, -1.09312], [-2.30177, -1.49265, 0.36900], [2.82110, 0.18327, -1.44758], [3.09553, -1.26206, -2.00600], [2.92161, -0.33591, -2.24649]],
  "atomic_forces_ev_per_a": [[0.306, -0.078, -0.529], [-0.132, -0.299, 0.427], [-0.114, 0.637, -0.080], [0.174, -0.247, -0.017], [-0.437, 0.173, 0.049], [-0.154, -0.022, -0.016], [0.125, -0.113, -0.067], [-0.153, 0.111, 0.161], [-0.107, -0.051, 0.096], [0.015, -0.001, 0.116], [-0.012, -0.323, -0.283], [-0.010, -0.139, -0.042], [0.268, 0.144, 0.189], [-0.121, -0.198, 0.269], [-0.023, -0.211, -0.097], [-0.071, 0.443, -0.289], [0.305, 0.082, -0.037], [0.164, 0.084, 0.130], [0.065, -0.202, 0.269], [-0.130, 0.678, 0.134], [0.041, -0.469, -0.381]]
}


Please write out number 4 again, unchanged.
{
  "formula": "C5H13NO2",
  "method": "ωB97M-V with the def2-TZVPD basis set",
  "smiles": "C[C@@H](C=O)N(C)C.O",
  "e_above_lowest_ev": 2.040,
  "lumo_ha": 0.0218,
  "homo_ev": -8.564,
  "gap_ha": 0.3365,
  "energy_ev": -10979.8391,
  "elements": ["C", "N", "C", "C", "C", "C", "O", "H", "H", "H", "H", "H", "H", "H", "H", "H", "H", "H", "H", "H", "O"],
  "positions_angstrom": [[-0.94462, 1.13171, 1.54077], [-0.92188, 0.66903, 0.16234], [-0.61190, 1.71761, -0.76517], [0.68348, -1.18645, 0.91854], [-0.28963, -0.61933, -0.11261], [-1.43491, -1.60801, -0.31674], [-1.47638, -2.42139, -1.19880], [-1.70780, 1.89764, 1.62402], [-1.17526, 0.31751, 2.21898], [0.01680, 1.57706, 1.83787], [0.35978, 2.21547, -0.56104], [-1.35488, 2.51866, -0.66511], [-0.68205, 1.34446, -1.79244], [1.21533, -2.00122, 0.42310], [0.15990, -1.55700, 1.80166], [1.45070, -0.52077, 1.30881], [0.17686, -0.56763, -1.09312], [-2.30177, -1.49265, 0.36900], [2.82110, 0.18327, -1.44758], [3.09553, -1.26206, -2.00600], [2.92161, -0.33591, -2.24649]],
  "atomic_forces_ev_per_a": [[0.306, -0.078, -0.529], [-0.132, -0.299, 0.427], [-0.114, 0.637, -0.080], [0.174, -0.247, -0.017], [-0.437, 0.173, 0.049], [-0.154, -0.022, -0.016], [0.125, -0.113, -0.067], [-0.153, 0.111, 0.161], [-0.107, -0.051, 0.096], [0.015, -0.001, 0.116], [-0.012, -0.323, -0.283], [-0.010, -0.139, -0.042], [0.268, 0.144, 0.189], [-0.121, -0.198, 0.269], [-0.023, -0.211, -0.097], [-0.071, 0.443, -0.289], [0.305, 0.082, -0.037], [0.164, 0.084, 0.130], [0.065, -0.202, 0.269], [-0.130, 0.678, 0.134], [0.041, -0.469, -0.381]]
}


Please write out number 3 again, unchanged.
{
  "formula": "C5H13NO2",
  "method": "ωB97M-V with the def2-TZVPD basis set",
  "smiles": "C=N[C@H](C)O.CCO",
  "e_above_lowest_ev": 1.951,
  "lumo_ha": 0.0317,
  "homo_ev": -9.741,
  "gap_ha": 0.3897,
  "energy_ev": -10979.9279,
  "elements": ["C", "C", "C", "O", "N", "H", "H", "H", "H", "H", "H", "H", "C", "C", "O", "H", "H", "H", "H", "H", "H"],
  "positions_angstrom": [[-0.19162, 0.79257, -1.48383], [-1.31905, 0.08240, -2.25195], [-1.58051, 1.82697, 0.12863], [0.95647, 0.00629, -1.43196], [-0.59429, 1.12022, -0.13634], [0.80738, -0.68854, -0.76123], [0.08949, 1.71063, -2.02708], [-0.96025, -0.17077, -3.24588], [-2.19263, 0.72276, -2.33636], [-1.59284, -0.83546, -1.73380], [-1.82737, 2.00047, 1.16886], [-2.21429, 2.33753, -0.61205], [0.70045, -1.00838, 1.88634], [2.18145, -0.76468, 1.66254], [0.17335, -1.68206, 0.75154], [-0.79328, -1.66353, 0.80176], [0.18580, -0.04565, 2.01127], [0.54246, -1.62109, 2.78556], [2.61605, -0.30756, 2.54829], [2.32627, -0.10531, 0.81093], [2.68698, -1.70680, 1.46476]],
  "atomic_forces_ev_per_a": [[-0.358, 0.157, -0.592], [0.370, 0.195, 0.225], [-0.759, 0.865, -0.130], [0.331, -0.232, -0.035], [0.680, -0.700, 0.260], [-0.093, 0.138, -0.138], [-0.060, -0.174, 0.188], [-0.009, -0.026, -0.059], [-0.142, 0.042, -0.038], [-0.039, -0.063, 0.040], [-0.103, 0.065, 0.194], [0.052, -0.138, -0.016], [0.118, 0.342, 0.466], [-0.351, -0.139, -0.007], [-0.309, -0.289, -0.262], [0.333, 0.026, -0.024], [0.097, -0.198, 0.021], [0.018, 0.089, -0.116], [0.071, 0.038, 0.053], [0.051, 0.088, -0.042], [0.101, -0.085, 0.013]]
}


Please write out number 2 again, unchanged.
{
  "formula": "C5H13NO2",
  "method": "ωB97M-V with the def2-TZVPD basis set",
  "smiles": "C=CC(=C)NC.O.O",
  "e_above_lowest_ev": 2.726,
  "lumo_ha": 0.0291,
  "homo_ev": -8.427,
  "gap_ha": 0.3388,
  "energy_ev": -10979.1532,
  "elements": ["C", "N", "C", "C", "C", "C", "H", "H", "H", "H", "H", "H", "H", "H", "H", "H", "H", "O", "H", "H", "O"],
  "positions_angstrom": [[-1.73497, 1.42001, 0.95514], [-0.83418, 0.40939, 0.40743], [-0.39167, 0.61925, -0.92217], [-1.19641, 0.84803, -1.95633], [2.05066, 0.68190, -0.32274], [1.05773, 0.52456, -1.18467], [-2.74769, 0.99667, 0.90503], [-1.58775, 1.58376, 2.02205], [-1.69147, 2.35675, 0.41787], [-0.00436, 0.20135, 0.94184], [-2.27572, 0.92176, -1.81132], [-1.00939, 0.87833, -3.01809], [2.19062, 0.73326, 0.75308], [3.09453, 0.70064, -0.66025], [1.28761, 0.15094, -2.17894], [-0.07774, -1.89460, 2.98600], [0.53145, -2.17233, 1.52281], [0.72504, -1.88688, 2.43851], [1.49836, -2.84421, -0.48098], [0.54695, -1.65039, -0.49910], [0.56841, -2.57819, -0.31517]],
  "atomic_forces_ev_per_a": [[-0.907, -1.143, 0.454], [1.104, 0.709, -0.948], [0.130, -0.554, 0.008], [-1.867, -0.046, -0.127], [2.224, -0.177, 0.254], [-0.367, -0.681, 0.261], [-0.015, 0.471, -0.195], [0.435, 0.008, -0.050], [0.064, 0.260, -0.148], [-0.237, 0.242, 0.689], [0.185, -0.007, 0.383], [1.028, 0.159, 0.128], [-1.483, 0.470, 0.195], [-0.439, -0.403, -0.662], [0.159, 0.782, -0.211], [0.343, -0.160, -0.717], [-0.342, -0.129, 0.525], [-0.012, 0.270, 0.223], [-0.850, 0.249, 0.135], [-0.030, 0.982, -0.373], [0.877, -1.301, 0.174]]
}